Record 1
Entry from OMol25: C17H21IrN4O2PS3 as an isolated structure (ωB97M-V/def2-TZVPD).

The geometry in XYZ format:
```
49
Properties=species:S:1:pos:R:3:forces:R:3
Ir 0.6329 -0.6173 -0.2472 0.05 -0.02 -0.60
S 1.7211 0.9320 -1.2721 -0.07 -0.16 0.12
C 0.4644 1.4616 -2.3670 0.04 0.43 -0.26
N 0.8013 2.4573 -3.1669 -0.10 -0.21 0.21
N 0.0540 3.0128 -4.0451 0.00 0.04 -0.14
C -1.3524 2.9888 -4.3282 0.10 -0.15 -0.01
C -2.3238 2.9041 -3.3399 0.02 0.17 0.06
C -3.6557 2.9830 -3.7027 -0.03 -0.01 -0.04
C -4.0191 3.1448 -5.0360 0.01 0.01 0.02
C -3.0400 3.2477 -6.0111 -0.01 0.00 0.01
C -1.7012 3.1774 -5.6565 -0.01 -0.09 -0.09
N -0.6720 0.7472 -2.4923 0.12 -0.24 0.24
N -0.7783 -0.2260 -1.6812 -0.23 -0.07 -0.22
C -1.8875 -1.1045 -1.9679 0.07 0.12 0.15
C -2.7387 -0.8560 -3.0426 0.00 0.07 -0.01
C -3.7668 -1.7396 -3.3117 -0.01 -0.01 0.01
C -3.9529 -2.8685 -2.5217 0.01 0.01 0.00
C -3.1070 -3.1061 -1.4507 0.00 0.00 0.01
C -2.0754 -2.2234 -1.1694 0.04 -0.04 0.01
H 0.5910 3.6174 -4.6533 -0.05 0.15 0.11
H -2.0519 2.8109 -2.2994 0.00 -0.03 0.00
H -4.4176 2.9228 -2.9371 0.00 0.02 0.00
H -5.0638 3.2085 -5.3086 0.00 -0.02 0.01
H -3.3128 3.3846 -7.0483 0.00 0.00 0.00
H -0.9303 3.2532 -6.4148 -0.01 0.01 0.01
H -2.5907 0.0223 -3.6536 -0.01 -0.03 -0.03
H -4.4259 -1.5499 -4.1483 0.00 0.01 0.00
H -4.7536 -3.5610 -2.7435 -0.01 0.01 0.00
H -3.2475 -3.9792 -0.8281 0.01 0.00 -0.01
H -1.4195 -2.4199 -0.3330 -0.02 -0.02 0.00
C 1.4110 -4.9123 4.2074 -0.03 0.02 -0.02
C 1.7204 -3.4402 4.2525 0.07 -0.05 0.04
O 0.8109 -2.7623 3.3229 -0.14 -0.17 0.05
P 1.1553 -1.4274 2.6137 -0.31 0.51 -0.39
S -0.5635 -0.7030 1.6819 0.55 -0.25 0.54
S 2.3762 -1.5271 1.0157 0.11 -0.04 0.16
O 1.7663 -0.5602 3.7664 -0.34 0.05 0.12
C 2.3086 0.7868 3.6425 0.15 0.10 -0.03
C 1.2327 1.8458 3.6244 -0.06 -0.09 -0.02
H 1.9946 -5.4233 4.9730 0.01 -0.01 -0.02
H 1.6603 -5.3353 3.2354 0.00 0.00 0.01
H 0.3543 -5.0856 4.4065 0.01 0.00 0.03
H 2.7470 -3.2292 3.9523 0.02 -0.01 -0.01
H 1.5459 -3.0103 5.2361 -0.03 0.04 -0.01
H 2.9380 0.8203 2.7526 -0.01 -0.03 -0.02
H 2.9400 0.8917 4.5203 0.03 -0.04 0.00
H 0.6461 1.8177 2.7074 0.00 -0.01 -0.01
H 1.7094 2.8238 3.6935 0.00 0.00 0.01
H 0.5616 1.7285 4.4750 0.02 0.02 0.01
```
Forces are in eV/Å.

Results
energy above the lowest of the compared OMol25 structures with the same formula, charge and spin: 0.0 kcal/mol
DFT total energy: -2669.98916 a.u.
charge: +1
HOMO-LUMO gap: 6.08 eV
E_LUMO: -4.83 eV


Record 2
Entry from OMol25: a 5-piece molecular cluster, C2H13NO4 overall at a distorted geometry (ωB97M-V/def2-TZVPD).

The geometry in XYZ format:
```
20
Properties=species:S:1:pos:R:3:forces:R:3
C 0.5866 3.1697 -0.8250 0.68 1.41 2.38
C 1.1041 1.9825 -1.0564 -1.17 -1.65 -1.33
N 2.0388 1.2451 -0.3167 0.34 2.63 0.23
H 0.7792 3.6655 0.1339 0.48 -0.22 -0.05
H -0.0191 3.8490 -1.3774 -0.49 -0.53 -1.16
H 0.6936 1.4554 -1.9188 0.51 -0.09 -0.11
H 2.3351 1.8264 0.4655 0.15 -0.55 0.01
H 1.8365 0.3216 -0.0400 -0.50 -0.93 -0.01
H -2.7306 -0.5323 -1.5750 -0.65 0.07 0.33
H -3.7570 0.5926 -1.6713 -0.12 0.00 -0.01
O -3.6897 -0.3526 -1.5073 0.60 0.08 -0.30
H 0.8282 -0.7370 3.5242 -0.31 -1.19 -0.56
H 0.2862 0.4183 3.0102 -0.83 0.40 -0.92
O 0.2204 -0.5225 2.7870 1.18 0.76 1.34
H -2.2036 -2.5275 -0.6476 -0.02 0.19 -0.14
H -1.2696 -2.0310 0.4288 -0.11 0.46 -0.56
O -1.5798 -1.8102 -0.4725 0.39 -0.76 0.76
H 1.6109 -2.8070 -0.0353 -0.05 -0.19 -0.23
H 1.6876 -1.5730 0.8306 -0.03 -0.24 0.28
O 2.0131 -2.4810 0.7710 -0.05 0.36 0.05
```
Forces are in eV/Å.

Results
energy above the lowest of the compared OMol25 structures with the same formula, charge and spin: 40.1 kcal/mol
DFT total energy: -439.65896 a.u.
HOMO-LUMO gap: 9.02 eV
E_LUMO: 0.28 eV
structure (SMILES): C=CN.O.O.O.O


Record 3
Entry from OMol25: a 3-piece molecular cluster, C6H13N4 overall at a distorted geometry (ωB97M-V/def2-TZVPD).

The geometry in XYZ format:
```
23
Properties=species:S:1:pos:R:3:forces:R:3
C 2.3541 1.0481 -1.6429 -1.09 0.31 1.80
C 3.7105 0.6196 0.0072 1.29 1.03 -0.52
C 1.6991 0.3547 -0.6186 -1.89 -0.91 -1.81
C 2.4194 -0.8447 1.4879 1.71 -3.81 -2.01
C -0.6872 -0.6936 -1.2647 -1.23 0.22 0.40
C -1.9588 -0.8638 -0.8887 1.78 0.68 0.78
N 3.5774 1.2888 -1.1295 1.05 0.46 -0.46
N 2.6198 -0.0197 0.2807 -2.75 -2.35 3.08
N -2.6777 -0.5700 0.1541 -0.65 -0.52 1.04
N -1.4119 1.0887 1.8308 1.89 0.96 1.66
H 1.8997 1.6088 -2.4435 0.31 -0.29 -0.30
H 4.4459 0.6209 0.8029 0.65 0.31 -0.79
H 3.4386 -1.2467 1.7762 -1.16 1.03 0.12
H 1.8498 -0.4620 2.2586 -0.70 1.61 1.55
H 1.9016 -1.8486 1.2782 0.51 1.52 -0.45
H 0.5803 -0.2788 -0.5825 0.72 0.86 0.02
H -0.2451 -1.0387 -2.1130 1.78 -0.74 -1.89
H -2.5002 -1.2929 -1.7413 0.29 0.14 -0.17
H -2.4302 -0.3867 1.1283 0.99 0.60 -0.78
H -3.6188 -0.7807 0.0619 -2.04 -0.44 -0.25
H -1.9783 1.8293 2.3583 1.32 -1.28 -1.06
H -0.6809 1.5804 1.2115 -1.63 -0.73 1.37
H -0.8345 0.5618 2.5748 -1.16 1.36 -1.33
```
Forces are in eV/Å.

Results
energy above the lowest of the compared OMol25 structures with the same formula, charge and spin: 149.5 kcal/mol
DFT total energy: -454.97229 a.u.
charge: +1
HOMO-LUMO gap (spin up / spin down): 6.44 / 6.44 eV
E_LUMO (spin up / spin down): -6.68 / -6.68 eV


Record 4
Entry from OMol25: a 13-piece molecular cluster, ClH24O16 overall at a distorted geometry (ωB97M-V/def2-TZVPD).

The geometry in XYZ format:
```
41
Properties=species:S:1:pos:R:3:forces:R:3
Cl -0.1890 -0.0358 -0.7981 -0.88 0.38 -2.09
O -0.8472 1.2975 -1.0523 1.67 -2.50 0.11
O 1.0197 -0.2574 -1.6281 -2.09 0.62 1.03
O 0.2043 -0.0905 0.5930 0.33 -0.18 -0.23
O -1.1832 -1.0994 -1.0896 1.78 2.04 -0.15
O -1.5276 -0.6201 2.5498 -0.90 -0.92 0.89
H -0.8677 -0.6534 1.8543 -0.02 0.03 -0.34
H -2.0389 -1.4598 2.5155 0.74 0.67 -0.09
O -2.6088 2.5823 0.8859 -1.58 0.50 -0.05
H -2.4316 2.5048 -0.0465 -0.13 -0.30 -0.38
H -1.7719 2.6473 1.2993 1.43 -0.20 0.86
O 0.2572 -3.2300 2.2256 1.13 0.76 0.76
H 1.0904 -3.6310 2.5390 -0.58 -0.06 -0.36
H 0.3969 -2.3004 2.5213 -0.60 -0.74 -0.34
O 0.5739 3.9062 -0.7706 1.08 0.40 0.83
H 1.0564 4.6905 -0.4292 -0.66 -0.69 -0.55
H -0.1689 4.1878 -1.2902 -0.46 0.37 -0.28
O -3.8117 1.8563 -1.6469 -3.31 0.92 1.34
H -3.8643 2.6600 -2.1355 0.33 0.61 -0.68
H -3.0486 1.3965 -1.8185 3.01 -1.52 -0.89
O 2.6102 -1.6459 0.3410 2.28 -0.34 1.97
H 3.1500 -1.4855 1.1697 -0.51 -0.49 -1.57
H 1.8421 -1.1553 0.5707 -1.77 0.86 -0.04
O 2.5604 1.9431 -0.3856 0.42 0.66 0.39
H 2.5512 0.9838 -0.4508 -0.23 0.27 -0.37
H 1.8009 2.3459 -0.8258 -0.02 -0.53 0.01
O -3.4260 -0.8583 0.4073 -2.01 -0.77 -1.15
H -2.8268 -0.7666 -0.3199 0.17 -0.12 -0.82
H -2.9044 -0.5398 1.0978 1.07 1.16 2.12
O -1.9140 -3.4878 -0.2954 -0.03 -1.08 0.25
H -1.1193 -3.9785 -0.0515 -0.14 0.13 0.00
H -1.5870 -2.6234 -0.5432 0.07 0.13 0.02
O 2.2489 -3.3765 -1.8716 -0.62 -1.39 -2.17
H 2.1463 -2.7250 -1.2296 -0.46 1.86 1.75
H 3.0289 -3.8230 -1.6006 1.05 -0.67 0.25
O 0.1851 2.3251 1.8439 -0.32 -0.18 -0.71
H 0.3035 3.2562 1.9207 0.32 1.34 0.96
H 0.1610 2.3407 0.8735 0.17 -0.93 -0.09
O 4.0496 -0.2514 -1.6110 0.85 -0.24 0.27
H 3.3887 0.0213 -2.2208 -0.63 0.77 -1.22
H 3.5110 -0.8504 -1.0970 0.05 -0.64 0.73
```
Forces are in eV/Å.

Results
energy above the lowest of the compared OMol25 structures with the same formula, charge and spin: 42.4 kcal/mol
DFT total energy: -1678.23388 a.u.
charge: -1
HOMO-LUMO gap: 9.33 eV
E_LUMO: 2.23 eV


Question: Which of these has the highest energy above the lowest of the compared OMol25 structures with the same formula, charge and spin?
Answer: C6H13N4